1.
C10H13Cl3N4S3SiZr as an isolated structure at a distorted geometry, computed with ωB97M-V with the def2-TZVPD basis set.

Output
ΔE to the lowest compared entry with this formula, charge and spin, eV: 1.123
Total charge: +2
Frontier orbital gap, eV: 5.7
HOMO level, eV: -14.0529

Geometry (Å):
S -0.571 -3.172 -3.370
H 4.731 2.916 0.093
H -5.786 -2.020 -0.329
Cl -3.349 2.621 0.487
Cl -0.978 0.864 1.951
C 3.972 2.250 0.499
N 0.212 -1.451 0.011
H -2.168 0.160 -1.054
H -4.633 0.125 -0.709
H 2.612 2.843 -0.950
C 3.305 2.846 1.716
C 0.098 -2.512 -2.069
C 1.463 -1.660 -0.214
H 2.684 1.158 2.737
Zr 1.139 0.798 0.408
C -1.985 -1.959 -0.798
H -4.498 -4.129 -0.264
C -4.063 -0.794 -0.664
N 2.907 1.969 -0.509
C -2.688 -0.770 -0.841
H 2.818 3.786 1.451
H 3.293 1.416 -1.276
C -2.617 -3.174 -0.591
H 4.452 1.302 0.744
H 4.022 3.056 2.508
H 1.643 2.379 2.862
H -2.048 -4.095 -0.568
Cl -0.033 1.220 -1.593
N 2.245 1.902 2.191
S 2.607 -1.044 0.950
N -0.556 -1.945 -0.964
C -4.713 -2.001 -0.457
C -3.991 -3.188 -0.423
Si -1.367 2.762 0.730
S 1.841 -2.458 -1.694

Charge distribution, Mulliken scheme, values in e: S -0.151; H 0.427; H 0.422; Cl -0.051; Cl -0.197; C -0.486; N -0.588; H 0.255; H 0.327; H 0.333; C -0.600; C 0.128; C 0.626; H 0.267; Zr 0.900; C -0.028; H 0.403; C -0.880; N -0.465; C 0.456; H 0.328; H 0.331; C -0.207; H 0.314; H 0.394; H 0.341; H 0.488; Cl -0.324; N -0.412; S -0.282; N 0.653; C -0.610; C -0.677; Si 0.569; S -0.005

2.
A 5-piece molecular cluster, C24H60ClN4O12 overall at a distorted geometry, computed with ωB97M-V with the def2-TZVPD basis set.

Output
ΔE to the lowest compared entry with this formula, charge and spin, eV: 0.000
Total charge: -1
Frontier orbital gap, eV: 8.2
HOMO level, eV: -5.8325

Geometry (Å):
O 30.323 -26.241 25.731
H 21.295 -26.018 30.971
C 33.371 -22.166 22.847
H 32.190 -27.232 19.843
H 29.452 -25.862 32.052
H 23.761 -27.631 28.945
H 34.460 -22.202 22.809
O 32.857 -22.418 21.566
H 32.004 -29.491 18.933
H 26.602 -23.182 25.069
C 26.339 -28.158 22.954
C 29.400 -26.506 30.001
C 21.945 -26.791 30.568
C 31.664 -29.594 19.973
C 23.993 -32.103 21.508
H 25.102 -26.109 27.630
O 29.259 -24.487 26.874
H 23.047 -34.260 22.345
O 28.336 -27.585 31.816
H 33.002 -22.880 23.593
H 30.944 -22.019 22.274
H 32.522 -29.566 20.647
C 22.698 -27.603 27.065
H 27.968 -28.951 25.643
H 32.297 -25.202 28.952
N 23.284 -26.386 26.582
H 31.130 -30.544 19.992
Cl 29.816 -24.899 25.591
H 28.447 -27.578 33.902
H 32.977 -29.750 28.860
N 31.198 -25.009 20.801
H 29.385 -28.858 33.045
H 31.607 -27.463 27.875
H 25.640 -30.836 22.967
C 26.401 -29.212 21.867
H 30.120 -24.115 22.331
O 25.028 -24.020 26.118
H 33.148 -27.359 28.707
H 32.211 -26.018 30.500
C 22.722 -27.720 28.599
H 28.257 -27.564 24.613
H 30.662 -26.989 19.026
C 32.052 -27.323 28.867
H 28.410 -26.080 29.811
H 25.390 -27.616 23.002
C 25.338 -25.334 25.705
H 26.414 -25.505 25.615
C 23.719 -33.820 23.090
H 21.667 -27.790 30.930
C 30.679 -26.332 21.070
H 26.132 -28.816 20.889
H 25.978 -22.177 26.363
H 25.740 -31.558 20.449
H 27.081 -27.372 22.722
H 23.118 -28.566 26.722
H 23.055 -31.657 21.880
H 29.402 -27.454 29.443
H 29.587 -26.295 21.112
H 22.962 -26.220 25.637
H 31.085 -22.491 20.581
O 21.932 -26.718 29.172
C 31.772 -25.990 29.492
H 27.606 -28.925 33.112
H 22.945 -26.597 30.992
H 30.391 -27.359 31.695
H 31.847 -24.436 22.725
O 28.770 -24.786 24.599
O 30.715 -28.612 20.321
H 30.096 -25.126 28.703
H 23.663 -32.691 20.632
H 32.052 -24.964 20.267
H 24.342 -34.631 23.468
H 25.239 -27.318 26.408
H 28.669 -29.207 23.993
C 31.140 -24.126 21.946
C 26.199 -23.208 26.087
O 31.712 -28.372 29.762
H 31.262 -29.837 28.354
N 25.457 -30.276 22.152
H 26.931 -23.652 26.763
C 31.100 -27.301 19.985
H 33.095 -21.171 23.231
C 27.980 -28.623 24.605
H 21.631 -27.629 26.821
C 31.934 -29.624 29.194
N 30.388 -25.547 29.573
C 24.962 -31.043 21.050
H 24.422 -30.395 20.347
H 22.348 -28.726 28.838
O 24.600 -32.899 22.482
C 28.467 -28.261 33.045
C 31.461 -22.699 21.586
H 31.050 -26.677 22.047
O 30.892 -23.995 25.245
C 29.469 -26.800 31.487
O 26.607 -28.715 24.218
H 24.941 -25.471 24.683
H 27.435 -29.589 21.895
C 24.725 -26.364 26.631
H 23.157 -33.351 23.900
H 31.779 -30.389 29.960

Results of the Mulliken charge analysis, in e, for atoms 1 through 99: O -0.669; H 0.255; C -0.572; H 0.473; H 0.271; H 0.321; H 0.258; O -0.372; H 0.316; H 0.244; C -0.354; C -0.340; C -0.708; C -0.786; C -0.602; H 0.177; O -0.760; H 0.316; O -0.259; H 0.224; H 0.319; H 0.326; C -0.738; H 0.231; H 0.461; N -0.214; H 0.230; Cl 1.736; H 0.274; H 0.299; N -0.346; H 0.296; H 0.286; H 0.241; C -0.725; H -0.052; O -0.443; H 0.418; H 0.285; C -0.466; H 0.177; H 0.247; C -0.264; H 0.452; H 0.301; C 0.154; H -0.008; C -0.758; H 0.290; C -0.215; H 0.442; H 0.287; H 0.299; H 0.228; H 0.338; H 0.353; H 0.109; H 0.048; H 0.269; H 0.420; O -0.302; C -1.019; H 0.232; H 0.270; H 0.289; H 0.279; O -0.664; O -0.241; H 0.241; H 0.414; H 0.270; H 0.240; H 0.402; H 0.286; C 0.220; C -0.409; O -0.241; H 0.288; N -0.082; H 0.102; C -0.641; H 0.263; C -0.551; H 0.419; C -0.784; N -0.274; C -0.677; H 0.337; H 0.371; O -0.319; C -0.715; C -0.847; H 0.184; O -0.716; C -0.489; O -0.327; H 0.136; H 0.238; C -0.734

3.
C16H26CaN2Si as an isolated structure at a distorted geometry, computed with ωB97M-V with the def2-TZVPD basis set.

Output
ΔE to the lowest compared entry with this formula, charge and spin, eV: 0.000
Frontier orbital gap, eV: 4.2
HOMO level, eV: -4.8469

Geometry (Å):
N 0.885 -1.811 -0.765
H 3.923 -0.384 -3.117
C -5.638 1.573 -0.773
H -1.890 2.485 -0.977
C -1.599 2.113 0.023
H 0.372 2.699 -1.610
C 2.229 -0.926 2.655
H 3.548 -4.552 -1.577
C 2.082 -0.113 -2.032
H -0.843 2.791 0.443
H 1.028 1.648 4.247
C 3.195 1.679 -3.229
Ca -0.981 -0.075 -0.429
C 1.969 -1.506 -1.546
C -5.630 0.274 0.036
H -1.774 -0.344 2.969
C 2.930 -2.487 -1.834
H 1.580 -5.043 -0.065
H -0.067 -3.225 0.444
H 3.065 -0.423 2.138
C 1.721 -4.063 -0.496
H -6.435 0.304 0.781
H -4.700 0.092 0.564
C 1.165 2.042 -1.993
H -4.795 1.678 -1.448
H -0.635 -0.976 4.218
H -0.901 -1.904 2.697
C -0.823 -0.889 3.130
H -6.555 1.629 -1.376
H 4.015 2.010 -3.862
C 0.815 1.755 3.163
H -5.861 -0.588 -0.605
H 3.779 -2.221 -2.468
H 2.134 -1.950 2.254
H -2.487 2.134 0.674
H -0.112 2.346 3.026
H 2.199 3.596 -3.075
C 0.788 -3.045 -0.225
C 2.809 -3.786 -1.332
Si 0.633 0.054 2.341
H 2.451 -0.974 3.737
C 2.194 2.547 -2.796
C 3.153 0.339 -2.831
H 1.653 2.304 2.689
N 1.083 0.739 -1.655
H -5.677 2.453 -0.114

Charge distribution, Mulliken scheme, values in e: N 0.390; H 0.268; C -0.791; H 0.444; C -1.976; H 0.350; C -1.037; H 0.420; C 0.280; H 0.301; H 0.357; C -0.412; Ca 1.473; C 0.466; C -0.670; H 0.254; C -0.493; H 0.409; H 0.294; H 0.235; C -0.597; H 0.283; H 0.128; C -0.183; H 0.190; H 0.347; H 0.241; C -1.016; H 0.336; H 0.416; C -1.093; H 0.263; H 0.255; H 0.200; H 0.385; H 0.251; H 0.391; C -0.337; C -0.617; Si 0.117; H 0.380; C -0.752; C -0.726; H 0.247; N 0.061; H 0.266

4.
A 2-piece molecular cluster, C15H27F3O8S overall at a distorted geometry, computed with ωB97M-V with the def2-TZVPD basis set.

Output
Frontier orbital gap, eV: 9.9
HOMO level, eV: -9.5225
SMILES: CCOCCOCCOC[C@H]1CCCOS1(=O)=O.CCOC(=O)C(F)(F)F

Geometry (Å):
C 1.661 1.492 -7.530
H 0.302 1.037 -3.163
H 1.150 0.251 -1.662
H 0.063 2.166 0.760
H 1.980 1.527 -6.484
F -3.034 -0.607 -6.303
H -0.879 -0.043 2.495
C 0.090 0.613 -2.068
H 2.330 -0.515 -7.899
H -1.475 -1.011 -1.288
O 0.461 -0.570 -7.077
C -1.784 2.107 2.848
O -2.552 2.357 1.622
H -2.408 2.606 3.736
H 0.544 -3.456 6.286
H 0.752 2.099 -7.605
H -0.251 -0.846 6.873
H 1.111 -3.748 3.703
C -0.936 -0.659 -2.275
C -2.198 1.439 0.530
H 1.057 0.006 -9.000
F -1.298 -1.004 -5.047
C 0.218 0.994 4.825
H -0.041 1.944 5.495
C -1.599 0.531 3.254
C 1.379 0.085 5.575
H -0.624 -2.575 5.096
C 1.401 0.061 -7.961
H -0.325 -1.545 -2.783
H -2.642 0.340 0.675
H 2.587 -3.300 4.785
H -0.752 2.705 2.841
H -2.649 0.012 3.143
F -1.826 -2.391 -6.645
O 3.169 0.627 3.367
H 2.434 1.950 -8.153
C -0.594 1.427 0.135
H 0.727 1.414 3.842
C 0.486 -2.535 5.528
C 1.575 -2.855 4.345
C -1.750 -1.065 -6.332
H 1.928 0.800 6.346
O -1.261 0.446 -8.204
O -0.470 1.736 -1.300
O 3.859 -1.043 5.085
H -1.743 -0.330 -3.080
H -0.223 0.314 0.351
O 1.811 -1.754 3.398
S 2.625 -0.507 4.291
C 0.797 -1.194 6.418
C -0.863 -0.295 -7.308
O -1.052 0.288 4.598
H -2.757 1.854 -0.440
H 1.489 -1.381 7.361

Charge distribution, Mulliken scheme, values in e: C -1.087; H 0.129; H 0.242; H 0.129; H 0.277; F -0.258; H 0.104; C -0.145; H 0.321; H 0.235; O -0.312; C -0.363; O -0.397; H 0.281; H 0.321; H 0.317; H 0.246; H 0.298; C -0.575; C -0.381; H 0.321; F -0.217; C -0.493; H 0.244; C -0.093; C -0.060; H 0.230; C -0.193; H 0.291; H 0.172; H 0.314; H 0.249; H 0.258; F -0.249; O -0.616; H 0.370; C -0.057; H 0.239; C -0.361; C -0.505; C 0.851; H 0.415; O -0.516; O -0.431; O -0.624; H 0.102; H 0.208; O -0.296; S 1.043; C -0.697; C 0.353; O -0.305; H 0.334; H 0.337

Taking the records one at a time from the top gives energy values of -3519.1943, -2532.1531, -1701.8127, -1887.1555 Ha.